Entry 1:
This record from OMol25 describes the molecule C6H6N2O at a distorted geometry. The level of theory is the ωB97M-V functional and the def2-TZVPD basis.

Last column: Löwdin charge in e.
Atoms and positions in Å:
1 O -0.98410 1.14710 -0.03304  -0.054
2 N 3.40891 0.94164 0.04800  0.124
3 N -0.96448 -1.18936 0.03269  0.057
4 C -0.16914 -2.32977 0.00913  -0.155
5 C 2.60189 0.10437 0.00463  -0.320
6 C -0.12463 2.28076 -0.02079  -0.050
7 C 1.18685 -2.11370 -0.03136  -0.146
8 C -0.38440 -0.02652 0.03930  -0.108
9 C 1.65451 -0.83590 -0.08548  -0.017
10 H 0.59835 2.21367 0.79490  0.093
11 H -0.65540 -3.28330 0.06329  0.096
12 H 0.41465 2.35804 -0.96763  0.100
13 H -1.97615 -1.29832 0.03628  0.172
14 H -0.76917 3.14682 0.11489  0.092
15 H 1.87391 -2.94624 -0.03837  0.117

HOMO level   -7.18 eV
DFT total energy   -11342.09073 eV
Multiplicity   1
Total charge   0
Orbital gap   7.1846 eV
Relative energy (zero: lowest compared OMol25 entry of this formula, charge and spin)   4.341 eV

=====

Entry 2:
This record from OMol25 describes a structure of composition C7H11Br2N at a distorted geometry. The level of theory is the ωB97M-V functional and the def2-TZVPD basis.

Last column: Löwdin charge in e.
Atoms and positions in Å:
1 Br -4.49558 -1.45740 0.21300  0.715
2 Br -3.72092 1.56373 0.41846  0.689
3 N -1.35539 -0.44215 -0.87597  0.122
4 C -3.27599 -0.16042 -0.08611  -1.140
5 C -0.20842 0.81168 0.87979  -0.175
6 C -0.58769 0.59969 -0.61576  -0.599
7 C 1.52131 -0.82412 -0.90953  -0.218
8 C 1.78730 -0.59094 0.59407  -0.236
9 C 0.62920 -0.36182 1.44425  -0.222
10 C 0.71844 0.33671 -1.43410  -0.178
11 H -0.98742 1.62298 -0.87834  0.124
12 H 0.28798 1.87777 0.87453  0.147
13 H 2.45462 -1.02162 -1.44867  0.113
14 H 0.39976 0.20951 -2.45362  0.097
15 H 0.80853 -0.05462 2.50535  0.116
16 H 0.82762 -1.68980 -1.08809  0.118
17 H 0.06423 -1.29502 1.64535  0.120
18 H -1.25120 0.91341 1.33827  0.059
19 H 2.41196 0.26500 0.60842  0.098
20 H 1.50488 1.14183 -1.45995  0.133
21 H 2.46681 -1.44439 0.72865  0.116

HOMO level (spin up / spin down)   -7.71 / -7.71 eV
DFT total energy   -149005.22557 eV
Multiplicity   1
Total charge   0
Orbital gap (spin up / spin down)   6.2026 / 6.2091 eV
Relative energy (zero: lowest compared OMol25 entry of this formula, charge and spin)   5.767 eV

=====

Entry 3:
This record from OMol25 describes a structure of composition CHNS4 at a distorted geometry. The level of theory is the ωB97M-V functional and the def2-TZVPD basis.

Last column: Löwdin charge in e.
Atoms and positions in Å:
1 S -0.92402 -1.58101 -0.83062  0.666
2 S -0.36200 -0.21105 1.81965  0.768
3 S 0.77296 2.11332 -0.56295  0.422
4 S 0.94276 0.82589 -2.14247  0.436
5 N 1.18893 0.45849 -0.50906  -0.916
6 C -0.19136 -0.60984 0.18692  -1.275
7 H -1.42727 -0.99578 2.03854  -0.101

HOMO level   -8.43 eV
DFT total energy   -45880.79497 eV
Multiplicity   1
Total charge   0
Orbital gap   7.8804 eV
Relative energy (zero: lowest compared OMol25 entry of this formula, charge and spin)   2.730 eV

=====

Entry 4:
This record from OMol25 describes a cluster of 11 separate species, C51H65N8O17 in total at a distorted geometry. The level of theory is the ωB97M-V functional and the def2-TZVPD basis.

Last column: Löwdin charge in e.
Atoms and positions in Å:
1 O 0.95790 20.58052 1.05804  0.058
2 O 8.70162 8.08800 4.95159  0.012
3 O 14.61101 12.32617 10.20631  0.056
4 O 12.55233 20.15748 5.16638  0.058
5 O 3.30488 14.26008 9.12666  0.019
6 O 2.90071 9.55241 6.46367  0.017
7 O 0.30232 26.03869 0.94500  0.016
8 O 6.27072 22.68452 14.22038  0.052
9 O 5.05084 9.44192 0.45953  -0.006
10 O -0.37864 19.95897 9.26010  0.006
11 O 7.20805 26.68685 -2.81651  0.046
12 O 8.75754 27.82915 8.03129  0.066
13 O 13.41841 14.85691 4.22907  0.035
14 O 9.79045 13.54341 12.23738  0.029
15 O 4.76595 5.82849 -3.73239  0.023
16 O 9.79382 20.01438 10.94275  0.007
17 O 9.24072 25.31677 2.14149  0.030
18 N 8.27096 28.71604 9.94712  0.169
19 N 7.04842 15.97779 5.46806  -0.103
20 N 6.19062 17.98443 5.88107  -0.052
21 N 10.36377 6.87474 5.78116  0.147
22 N -1.26080 17.91946 8.84047  0.155
23 N 6.67962 28.13449 8.66820  0.163
24 N 8.56816 6.90230 6.85066  0.175
25 N -0.82997 19.14135 7.20990  0.152
26 C -0.80357 19.07586 8.48340  -0.787
27 C 3.49922 10.77853 8.34594  -0.006
28 C 5.78491 19.16960 6.73976  -0.154
29 C 2.60808 11.97104 6.42104  -0.007
30 C 2.64580 13.15905 7.18792  -0.014
31 C 8.96711 22.10307 11.87295  -0.031
32 C 7.93582 26.81433 0.76776  -0.010
33 C 14.03887 16.84260 5.26324  -0.011
34 C 3.19154 13.10598 8.44806  -0.396
35 C 9.21429 25.02745 -0.28639  -0.016
36 C 5.68978 17.62267 4.65849  0.019
37 C 6.12157 20.53123 6.18843  -0.059
38 C 7.02401 17.00180 6.37813  0.036
39 C -0.60072 23.81740 1.18859  -0.014
40 C 7.76762 26.43743 -1.61493  -0.355
41 C 3.77956 7.77817 -2.61012  -0.057
42 C 12.79316 18.88333 4.82612  -0.353
43 C 6.16966 16.30146 4.43287  0.036
44 C 13.22932 13.78318 11.45692  0.010
45 C 0.51181 24.64280 0.90705  -0.259
46 C 1.77447 24.04089 0.57750  0.006
47 C 8.73317 25.41878 -1.52925  -0.014
48 C 1.81731 22.67087 0.51561  -0.031
49 C 11.02162 12.04327 10.88107  -0.038
50 C 12.25595 11.80275 10.36162  -0.051
51 C 7.95778 28.21640 8.81433  -0.876
52 C 3.72812 11.97612 9.05889  0.024
53 C 12.48169 16.96508 3.40143  -0.031
54 C 5.41012 6.36831 -1.52781  -0.032
55 C 3.04391 10.82645 7.05457  -0.313
56 C 13.31117 16.21085 4.23289  -0.320
57 C 7.44267 27.12769 -0.47975  -0.035
58 C 9.13819 7.36440 5.84436  -0.820
59 C 7.41497 20.62413 13.67308  -0.037
60 C -0.46923 22.41108 1.10892  -0.033
61 C 7.23714 21.98932 13.53508  -0.296
62 C 5.56013 7.26066 -0.53007  -0.017
63 C 3.85647 8.69598 -1.60892  -0.042
64 C 13.37348 12.56626 10.65705  -0.305
65 C 12.00401 14.04215 11.90344  -0.042
66 C 12.21116 18.28094 3.70914  -0.032
67 C 13.73344 18.16089 5.53172  -0.026
68 C 4.77532 8.51193 -0.58872  -0.229
69 C 8.78493 25.66419 0.90239  -0.308
70 C 8.19551 20.02413 12.79773  -0.048
71 C 7.75609 14.77380 5.72671  -0.006
72 C 10.95068 13.19346 11.60628  -0.347
73 C 8.97770 20.70381 11.84059  -0.282
74 C 0.74287 21.87850 0.81786  -0.387
75 C 8.08646 22.71315 12.68998  -0.045
76 C 4.59581 6.68984 -2.64005  -0.290
77 H 13.82743 14.42390 4.98193  0.104
78 H 8.13525 14.32276 4.80970  0.114
79 H -1.29108 21.85506 1.53532  0.114
80 H 3.22342 9.56415 -1.71816  0.117
81 H 11.86535 14.83802 12.62024  0.126
82 H 6.03002 15.55972 3.66040  0.134
83 H 7.47694 28.79983 10.56567  0.108
84 H 9.38451 22.65536 11.04400  0.122
85 H 2.44054 14.54588 9.43135  0.112
86 H 8.63166 14.90258 6.36302  0.108
87 H 3.23731 7.99049 -3.51968  0.121
88 H 14.27819 18.78134 6.22792  0.122
89 H 12.33134 10.96997 9.67812  0.113
90 H 14.79127 16.37114 5.87807  0.116
91 H 7.13639 14.13606 6.35707  0.112
92 H 12.08878 16.46995 2.52572  0.114
93 H 8.00864 23.76568 12.46082  0.117
94 H 4.56895 6.16853 -4.60827  0.099
95 H 5.58330 20.69800 5.25540  0.077
96 H 6.73561 27.93786 -0.58025  0.120
97 H 6.00807 28.49494 9.33092  0.117
98 H 9.06494 6.31947 7.50916  0.123
99 H -0.25393 19.80432 6.71115  0.122
100 H -1.20635 17.76953 9.83779  0.125
101 H -0.55554 26.19641 1.34600  0.088
102 H 9.20010 28.57581 10.31744  0.129
103 H 0.11189 20.26080 1.37999  0.098
104 H 9.91280 24.21751 -0.13643  0.108
105 H 5.14067 18.32217 4.04564  0.136
106 H 7.19397 20.68261 6.06538  0.090
107 H -1.63446 17.25005 8.18292  0.114
108 H -1.23397 18.45896 6.58441  0.113
109 H 6.93857 20.14209 14.51395  0.130
110 H 10.18944 11.36186 10.78331  0.122
111 H 14.60208 11.63274 9.54247  0.107
112 H 7.74439 27.39711 1.65665  0.110
113 H 5.82646 9.17362 0.95757  0.083
114 H 4.77011 18.89105 7.02383  0.133
115 H 8.29414 18.94904 12.82735  0.118
116 H 9.31835 12.73001 12.42996  0.098
117 H 14.08978 14.37115 11.74030  0.120
118 H -1.59264 24.18192 1.41137  0.108
119 H 8.95139 24.94051 -2.47267  0.113
120 H 6.34387 23.58461 13.89467  0.095
121 H 2.70379 9.47842 5.52700  0.099
122 H 5.78889 21.31728 6.86633  0.092
123 H 5.94759 5.44082 -1.39622  0.120
124 H 2.06466 11.84259 5.49660  0.114
125 H 4.14749 12.12200 10.04339  0.120
126 H 6.94554 25.92301 -3.33540  0.110
127 H 10.30487 19.25231 11.22501  0.098
128 H 4.03176 9.88834 8.64657  0.119
129 H 2.57799 24.74438 0.41670  0.117
130 H 7.57188 7.02791 6.95904  0.135
131 H 2.78442 22.24580 0.29109  0.120
132 H 12.05774 20.70172 4.54930  0.112
133 H 10.78116 7.23534 4.93507  0.121
134 H 6.18729 6.93444 0.28642  0.110
135 H 6.52507 27.76976 7.73913  0.125
136 H 10.72248 6.40699 6.60131  0.107
137 H 7.47646 17.04801 7.35770  0.167
138 H 6.25887 19.06524 7.71576  0.121
139 H 2.26511 14.11511 6.86017  0.112
140 H 11.68122 18.81240 2.93254  0.111
141 H 9.29030 26.10197 2.69159  0.101

HOMO level   -9.20 eV
DFT total energy   -100658.09967 eV
Multiplicity   1
Total charge   +1
Orbital gap   6.5287 eV

=====

Entry 5:
This record from OMol25 describes a cluster of 11 separate species, C24H71NO21 in total at a distorted geometry. The level of theory is the ωB97M-V functional and the def2-TZVPD basis.

Last column: Löwdin charge in e.
Atoms and positions in Å:
1 O -3.82496 2.03995 -7.23431  -0.068
2 O 4.75085 -3.45332 6.77670  -0.067
3 O 7.07873 -2.20167 0.61675  -0.036
4 O 4.91637 0.41562 -4.61454  -0.051
5 O -4.93138 4.52224 1.81895  -0.063
6 O -6.29695 2.27402 -5.69920  -0.089
7 O -1.28880 -0.92945 -2.11656  -0.090
8 O 0.54228 -6.68034 3.14563  -0.062
9 O 2.06373 -6.04080 -2.84534  -0.079
10 O 6.58364 -0.06931 2.55437  -0.068
11 O 0.39855 4.09891 2.60068  -0.228
12 O 3.38704 -3.55445 -5.14504  -0.067
13 O 4.67379 4.54966 -6.12906  -0.095
14 O -5.36935 -3.49143 -2.38765  -0.066
15 O 2.70368 -1.14090 7.03862  -0.058
16 O -3.17096 0.78594 5.25834  -0.176
17 O -6.08210 -4.31844 -5.19994  -0.073
18 O -3.96494 7.13804 0.86712  -0.042
19 O 1.17812 0.55576 -1.46322  -0.072
20 O -0.47007 -5.02722 0.73925  -0.067
21 O 4.23686 6.76476 -4.36007  -0.087
22 N -0.05728 2.19931 4.60544  -0.056
23 C -1.06261 -0.18660 -0.89226  -0.208
24 C -4.32750 0.91349 5.96094  -0.150
25 C 3.58160 -3.11866 6.04504  -0.238
26 C 3.42520 4.76692 -5.36655  -0.211
27 C 3.06380 -5.37902 -3.56432  -0.242
28 C 3.26262 6.24474 -5.27263  -0.234
29 C 1.46870 4.60897 1.84327  -0.075
30 C -1.02265 -5.83187 1.78778  -0.243
31 C 0.46285 -0.18521 -0.45000  -0.199
32 C 0.36027 4.44235 3.92020  -0.267
33 C -0.38454 -5.69823 3.17261  -0.277
34 C -0.99906 1.03402 4.61556  -0.177
35 C -5.04545 -4.86485 -4.37199  -0.199
36 C 5.93358 -1.43829 0.62587  -0.275
37 C -5.41252 1.18619 -5.45555  -0.212
38 C 3.45183 -1.60945 5.95096  -0.263
39 C -0.70200 3.58149 4.64675  -0.149
40 C -3.39501 5.94816 0.55388  -0.283
41 C 2.42574 -4.19819 -4.38057  -0.246
42 C -4.47330 4.84342 0.51430  -0.240
43 C 6.05714 -0.02437 1.25558  -0.256
44 C -3.92240 1.56738 -5.87873  -0.204
45 C -1.92094 0.86990 5.82719  -0.223
46 C -5.53533 -4.79091 -2.86621  -0.260
47 H -3.59618 2.28751 -5.12834  0.096
48 H 5.47562 -3.14667 6.22690  0.079
49 H -2.95208 5.95254 -0.44206  0.113
50 H 0.30874 2.32681 3.67276  0.067
51 H 3.53295 -6.12117 -4.21022  0.114
52 H -6.56293 -5.09153 -2.66183  0.110
53 H 5.11547 -1.88520 1.19073  0.108
54 H 7.33283 -2.43160 1.51351  0.091
55 H -1.55206 0.77484 -1.04772  0.113
56 H 3.02857 -1.34633 4.98157  0.110
57 H 3.68208 -3.50008 5.02891  0.105
58 H 3.57692 6.69568 -6.21389  0.123
59 H 2.34688 4.09792 2.23790  0.090
60 H 1.20575 -6.49384 2.47733  0.095
61 H -4.14346 -4.25299 -4.38534  0.112
62 H 3.54641 4.24376 -4.41801  0.118
63 H -5.48826 -3.61573 -1.44318  0.084
64 H -2.05894 1.70984 6.50803  0.116
65 H 4.24062 0.65948 -3.98198  0.024
66 H -4.18466 1.40728 6.92213  0.080
67 H 4.38790 -1.05279 5.99567  0.119
68 H 5.58496 -1.39953 -0.40615  0.121
69 H 2.44478 -6.87556 -2.56325  0.084
70 H 6.74499 0.51133 0.60137  0.114
71 H 5.10770 6.45239 -4.61630  0.073
72 H 3.82494 -4.22693 -5.67193  0.085
73 H 0.02463 5.47871 3.95775  0.119
74 H -4.79273 0.04445 6.42617  0.080
75 H 3.78372 -5.05707 -2.81187  0.120
76 H -0.98282 -6.10230 3.98924  0.128
77 H -5.30596 3.63854 1.83774  0.084
78 H 1.34103 4.41653 4.39513  0.125
79 H -5.36821 5.14859 -0.02802  0.119
80 H -5.81575 0.19818 -5.67768  0.110
81 H 2.68298 4.21032 -5.93875  0.114
82 H 1.57753 5.69017 1.92849  0.092
83 H -1.64644 3.47186 4.11373  0.112
84 H -4.86660 6.93332 1.12540  0.084
85 H 2.32742 6.55783 -4.80842  0.126
86 H 5.12580 0.53633 1.33510  0.115
87 H -2.08485 -5.60075 1.86788  0.104
88 H 4.72448 -0.49684 -4.83092  0.024
89 H -1.65627 -0.71865 -0.14890  0.108
90 H 1.13653 4.23970 0.87301  0.099
91 H -1.56647 0.79698 3.71558  0.117
92 H -3.08544 0.90706 -5.65165  0.111
93 H 2.02165 -3.49760 -3.64980  0.117
94 H 2.44512 -0.23700 6.84444  0.083
95 H 1.59341 -4.38175 -5.06001  0.120
96 H 6.78246 0.85744 2.70673  0.086
97 H 4.99605 3.68944 -5.85021  0.071
98 H -4.57337 2.59057 -7.47576  0.073
99 H 0.69803 0.18954 -2.20955  0.059
100 H -0.23945 -5.54928 -0.03268  0.078
101 H -0.34726 0.17937 4.79675  0.093
102 H -0.10021 -4.66063 3.34766  0.122
103 H -1.02093 -6.88008 1.48887  0.120
104 H -2.58414 5.79767 1.26659  0.118
105 H -6.85372 -4.87379 -5.06648  0.077
106 H -5.55022 1.22146 -4.37486  0.101
107 H -1.02234 3.81812 5.66138  0.106
108 H -2.12289 -1.36416 -1.92440  0.074
109 H 0.58945 0.12935 0.58591  0.107
110 H -5.19732 1.42126 5.54419  0.089
111 H -6.78911 2.53803 -4.91838  0.082
112 H -3.99409 4.04830 -0.05687  0.111
113 H -4.67862 -5.80739 -4.77838  0.108
114 H 0.80561 -1.21682 -0.37009  0.108
115 H -1.48595 0.05133 6.40061  0.119
116 H -4.97395 -5.45596 -2.20997  0.107
117 H 2.75237 -3.69840 6.45048  0.127

SMILES   COCCNCCOC.OCCO.OCCO.OCCO.OCCO.OCCO.OCCO.OCCO.OCCO.OCCO.O
HOMO level   -9.07 eV
DFT total energy   -70514.35543 eV
Multiplicity   1
Total charge   0
Orbital gap   8.9147 eV
Relative energy (zero: lowest compared OMol25 entry of this formula, charge and spin)   7.938 eV

=====

M, respectively: 122.127; 268.980; 155.294; 1062.120; 709.818 g mol⁻¹.